Entry 1:
C12H9BrF3InNO5STe | ωB97M-V/def2-TZVPD

Computed properties:
**HOMO**: -3.1 eV
**ΔE to the lowest compared entry with this formula, charge and spin**: 135.1 kcal per mole
**Kohn-Sham gap**: 0.1655 hartree
**Net charge**: -1
**LUMO energy**: 1.419 eV

Positions of all 34 atoms, in Å:
In 0.07 0.02 0.01
O 0.05 6.21 0.01
C 0.27 4.87 0.01
C 1.54 4.32 0.00
C 1.65 2.95 0.00
N 0.61 2.09 0.00
C -0.59 2.68 0.01
Br -2.05 1.52 0.02
C -0.83 4.04 0.01
H 0.89 6.67 0.00
H 2.43 4.94 -0.01
H 2.63 2.48 -0.01
H -1.83 4.44 0.02
F 0.13 -3.01 -2.08
C -0.15 -3.72 -0.99
F 0.96 -4.20 -0.51
F -0.88 -4.74 -1.40
S -1.08 -2.75 0.31
O -0.46 -2.81 1.67
O -2.35 -3.48 0.54
O -1.61 -1.19 0.02
Te 2.95 -0.09 -0.01
C 5.07 -0.11 0.00
C 5.79 0.21 -1.16
C 7.18 0.19 -1.15
C 7.87 -0.14 0.01
C 7.16 -0.46 1.17
C 5.77 -0.44 1.16
H 5.26 0.47 -2.06
H 7.73 0.44 -2.05
H 8.95 -0.16 0.02
H 7.69 -0.72 2.07
H 5.22 -0.69 2.06
O 0.65 -1.70 0.00

These are the Mulliken partial charges, in e, on atoms 1 to 4: atom 1 (In): 1.005, atom 2 (O): -0.522, atom 3 (C): 1.063, atom 4 (C): -0.748

=====

Entry 2:
C12H9Cl5N2OTi | ωB97M-V/def2-TZVPD

Computed properties:
**HOMO**: -15.2 eV
**Kohn-Sham gap**: 0.2512 hartree
**Net charge**: +2
**LUMO energy**: -8.385 eV

Positions of all 30 atoms, in Å:
Ti -0.21 -0.08 0.78
C 1.10 0.66 2.55
C 1.19 1.60 1.46
C -0.07 2.20 1.38
C -0.95 1.56 2.29
C -0.17 0.67 3.06
H 2.00 0.05 2.76
H 2.06 1.69 0.86
H -0.31 2.93 0.61
H -2.01 1.75 2.41
H -0.46 0.12 3.94
Cl 2.04 1.18 -2.09
C 0.32 1.22 -2.17
C -0.38 0.63 -1.10
C -1.72 0.42 -1.23
Cl -2.52 -0.47 0.11
C -2.47 0.97 -2.22
Cl -4.19 0.93 -2.28
C -1.79 1.65 -3.23
Cl -2.57 2.50 -4.45
C -0.38 1.69 -3.30
Cl 0.45 2.20 -4.76
N 2.42 -3.01 0.07
C 1.23 -2.86 0.57
N 0.52 -3.88 1.06
O 0.62 -1.72 0.50
H 2.92 -3.91 0.24
H 2.94 -2.17 -0.26
H 0.82 -4.84 1.16
H -0.45 -3.70 1.30

These are the Mulliken partial charges, in e, on atoms 1 to 4: atom 1 (Ti): 0.255, atom 2 (C): -0.649, atom 3 (C): -0.415, atom 4 (C): -0.290

=====

Entry 3:
C12H9ClCrN3O4S | ωB97M-V/def2-TZVPD

Computed properties:
**<S²>**: 6.075
**HOMO (alpha / beta)**: -11.6 / -12.6 eV
**Kohn-Sham gap (alpha / beta)**: 0.2645 / 0.2261 hartree
**Net charge**: +1
**Multiplicity**: 5
**LUMO energy (alpha / beta)**: -4.452 / -6.487 eV

Positions of all 31 atoms, in Å:
Cr -0.31 2.48 1.66
N 0.29 -1.39 -0.57
C -0.75 -2.31 -0.62
C -0.53 -3.57 -1.17
C -1.58 -4.47 -1.23
C -2.85 -4.13 -0.75
C -3.07 -2.88 -0.20
C -2.02 -1.97 -0.12
S -2.29 -0.41 0.60
N -0.95 0.42 0.25
C 0.13 -0.08 -0.24
C 1.29 0.83 -0.43
C 2.19 0.67 -1.46
C 3.27 1.55 -1.54
C 3.41 2.52 -0.57
C 2.45 2.61 0.42
N 1.39 1.80 0.49
H 1.21 -1.70 -0.84
H 0.45 -3.84 -1.54
H -1.42 -5.45 -1.66
H -3.65 -4.84 -0.81
H -4.04 -2.61 0.18
H 2.04 -0.08 -2.22
H 3.98 1.46 -2.35
H 4.24 3.21 -0.58
H 2.52 3.38 1.19
O -2.53 4.48 3.73
Cl -1.15 4.36 3.29
O -0.17 5.31 3.80
O -0.53 1.37 2.82
O -1.05 3.28 0.48

These are the Mulliken partial charges, in e, on atoms 1 to 4: atom 1 (Cr): 0.886, atom 2 (N): -0.076, atom 3 (C): 0.579, atom 4 (C): -0.737

=====

Entry 4:
C12H9ClN4O | ωB97M-V/def2-TZVPD

Computed properties:
**Structure (SMILES)**: Cn1c(=O)n(-c2ccccn2)c2nc(Cl)ccc21
**HOMO**: -8.4 eV
**ΔE to the lowest compared entry with this formula, charge and spin**: 50.3 kcal per mole
**Kohn-Sham gap**: 0.3207 hartree
**Net charge**: 0
**LUMO energy**: 0.333 eV

Positions of all 27 atoms, in Å:
C 3.10 1.00 1.66
N 1.72 1.05 1.15
C 0.66 0.26 1.58
O 0.34 -0.15 2.66
N -0.28 0.06 0.61
C -1.35 -0.95 0.52
C -1.07 -2.33 0.69
C -2.10 -3.20 0.59
C -3.33 -2.74 0.05
C -3.55 -1.35 0.04
N -2.66 -0.41 0.29
C 0.14 0.78 -0.46
N -0.41 1.11 -1.70
C 0.17 1.82 -2.60
Cl -0.76 2.05 -4.11
C 1.44 2.37 -2.45
C 2.03 2.14 -1.10
C 1.34 1.32 -0.15
H 3.60 1.94 1.24
H 3.52 0.04 1.40
H 3.07 1.04 2.81
H -0.12 -2.70 0.94
H -1.81 -4.30 0.76
H -4.11 -3.54 -0.17
H -4.46 -0.88 -0.20
H 1.82 3.06 -3.18
H 3.07 2.53 -0.86

These are the Mulliken partial charges, in e, on atoms 1 to 4: atom 1 (C): -1.001, atom 2 (N): 0.051, atom 3 (C): 0.200, atom 4 (O): -0.623

=====

Entry 5:
C12H9N2O4Rh | ωB97M-V/def2-TZVPD

Computed properties:
**HOMO (alpha / beta)**: -17.0 / -16.8 eV
**ΔE to the lowest compared entry with this formula, charge and spin**: 26.7 kcal per mole
**Kohn-Sham gap (alpha / beta)**: 0.2160 / 0.2028 hartree
**Net charge**: +2
**LUMO energy (alpha / beta)**: -11.172 / -11.305 eV

Positions of all 28 atoms, in Å:
Rh 0.08 -0.94 -1.63
O -3.40 -2.12 0.63
C -2.24 -1.82 0.16
O -1.99 -1.65 -1.03
C -1.12 -1.69 1.15
C -1.16 -1.78 2.54
C 0.05 -1.74 3.23
C 1.27 -1.69 2.54
C 1.18 -1.60 1.16
N 0.05 -1.54 0.52
C 2.47 -1.73 0.13
O 3.49 -2.00 0.67
O 2.08 -1.53 -1.03
H -4.10 -2.24 -0.04
H -2.10 -1.88 3.06
H 0.07 -1.81 4.31
H 2.23 -1.75 3.04
C 0.31 3.82 -1.47
C 1.49 3.16 -1.80
C 1.42 1.80 -2.09
N 0.26 1.15 -2.07
C -0.89 1.79 -1.84
C -0.90 3.14 -1.52
H 0.33 4.86 -1.17
H 2.44 3.67 -1.81
H 2.32 1.24 -2.34
H -1.82 1.24 -1.96
H -1.83 3.64 -1.32

These are the Mulliken partial charges, in e, on atoms 1 to 4: atom 1 (Rh): 0.840, atom 2 (O): -0.349, atom 3 (C): 0.645, atom 4 (O): -0.532

=====

Entry 6:
C12H9N3OS | ωB97M-V/def2-TZVPD

Computed properties:
**Structure (SMILES)**: Cc1csc([C@H](C#N)C(=O)c2ccncc2)n1
**HOMO**: -9.3 eV
**ΔE to the lowest compared entry with this formula, charge and spin**: 33.5 kcal per mole
**Kohn-Sham gap**: 0.3077 hartree
**Net charge**: 0
**LUMO energy**: -0.971 eV

Positions of all 26 atoms, in Å:
C 0.13 -3.38 3.93
C -0.36 -2.45 2.81
C -1.47 -2.92 2.19
S -1.85 -1.74 0.95
C -0.44 -0.80 1.42
C 0.03 0.43 0.62
C -0.82 1.60 1.00
N -1.44 2.55 1.07
C 0.11 0.26 -0.92
O 0.01 -0.95 -1.36
C 0.43 1.23 -1.96
C -0.07 1.12 -3.28
C 0.11 2.12 -4.26
N 0.86 3.19 -4.05
C 1.39 3.34 -2.79
C 1.16 2.46 -1.69
N 0.33 -1.34 2.33
H -0.03 -2.95 4.93
H 1.19 -3.55 3.80
H -0.45 -4.37 3.96
H -2.15 -3.77 2.50
H 1.01 0.74 0.96
H -0.47 0.18 -3.67
H -0.30 1.81 -5.22
H 1.79 4.35 -2.54
H 1.32 2.86 -0.71

These are the Mulliken partial charges, in e, on atoms 1 to 4: atom 1 (C): -1.040, atom 2 (C): 0.495, atom 3 (C): -0.434, atom 4 (S): -0.100

=====

Number 1: total energy -125809.341 eV. Number 2: total energy -103330.360 eV. Number 3: total energy -77015.181 eV. Number 4: total energy -33118.893 eV. Number 5: total energy -26748.283 eV. Number 6: total energy -29940.570 eV.